1.
Entry from the Open Molecules 2025 dataset: a cluster of 14 separate species, C42H119N7O14 in total (ωB97M-V with the def2-TZVPD basis set).

Last column: Löwdin charge in e.
Cartesian coordinates (Å):
C1 4.334 -3.651 -1.781  -0.04
C2 3.302 -3.963 -2.869  -0.46
C3 3.386 -3.056 -4.076  -0.19
O1 3.008 -1.741 -3.673  -0.22
C4 2.921 -0.865 -4.756  -0.13
N1 3.334 -5.351 -3.201  0.05
H1 4.567 -4.497 -1.161  0.07
H2 4.014 -2.870 -1.136  0.04
H3 5.278 -3.395 -2.260  0.09
H4 2.349 -3.632 -2.371  0.12
H5 2.700 -3.311 -4.935  0.14
H6 4.403 -2.935 -4.444  0.12
H7 2.061 -1.112 -5.370  0.08
H8 3.793 -0.920 -5.442  0.10
H9 2.712 0.160 -4.396  0.08
H10 2.552 -5.520 -3.839  0.07
H11 3.277 -6.013 -2.451  0.07
C5 4.962 -0.095 -0.348  -0.06
C6 5.253 0.277 -1.779  -0.46
C7 4.455 1.457 -2.265  -0.19
O2 4.944 2.654 -1.631  -0.20
C8 4.285 3.846 -2.044  -0.10
N2 6.679 0.376 -1.977  0.05
H12 5.310 0.692 0.298  0.07
H13 5.436 -1.044 -0.039  0.07
H14 3.914 -0.163 -0.118  0.05
H15 4.955 -0.569 -2.414  0.12
H16 3.330 1.338 -2.144  0.14
H17 4.694 1.635 -3.323  0.12
H18 3.254 3.915 -1.705  0.07
H19 4.286 3.887 -3.125  0.08
H20 4.797 4.661 -1.631  0.07
H21 7.070 1.183 -1.510  0.07
H22 6.888 0.525 -2.973  0.08
C9 -3.000 -5.514 -0.979  -0.06
C10 -1.606 -6.047 -1.233  -0.43
C11 -0.798 -4.992 -1.988  -0.18
O3 -1.284 -4.751 -3.329  -0.20
C12 -0.505 -3.835 -4.073  -0.11
N3 -0.921 -6.379 0.016  0.05
H23 -3.029 -4.647 -0.323  0.07
H24 -3.740 -6.180 -0.523  0.08
H25 -3.375 -5.225 -1.977  0.07
H26 -1.616 -6.975 -1.806  0.14
H27 0.241 -5.280 -1.980  0.11
H28 -0.993 -4.114 -1.416  0.11
H29 -0.512 -2.815 -3.666  0.09
H30 -0.879 -3.855 -5.106  0.10
H31 0.542 -4.151 -4.095  0.06
H32 -0.022 -6.783 -0.161  0.05
H33 -0.775 -5.547 0.565  0.04
C13 -2.680 2.850 -5.274  -0.06
C14 -3.648 3.287 -4.161  -0.44
C15 -3.653 4.781 -4.095  -0.23
O4 -2.364 5.328 -3.825  -0.20
C16 -2.414 6.729 -3.575  -0.10
N4 -4.977 2.744 -4.524  0.04
H34 -1.679 3.360 -5.248  0.09
H35 -3.168 3.037 -6.240  0.08
H36 -2.519 1.767 -5.144  0.06
H37 -3.336 2.822 -3.196  0.13
H38 -4.339 5.077 -3.290  0.12
H39 -4.104 5.130 -4.999  0.12
H40 -1.467 6.989 -3.084  0.09
H41 -3.279 6.885 -2.932  0.07
H42 -2.489 7.310 -4.477  0.08
H43 -5.363 3.194 -5.359  0.08
H44 -5.654 2.837 -3.776  0.07
C17 -5.329 0.618 0.754  -0.08
C18 -4.430 0.540 1.911  -0.46
C19 -4.762 1.563 2.933  -0.19
O5 -4.316 2.861 2.452  -0.19
C20 -4.643 3.884 3.345  -0.14
N5 -4.517 -0.820 2.480  0.05
H45 -6.370 0.332 0.986  0.09
H46 -5.101 -0.071 -0.103  0.09
H47 -5.355 1.592 0.277  0.08
H48 -3.394 0.678 1.597  0.13
H49 -4.233 1.290 3.900  0.14
H50 -5.859 1.550 3.145  0.14
H51 -4.056 3.895 4.289  0.09
H52 -5.714 3.919 3.635  0.09
H53 -4.378 4.846 2.860  0.08
H54 -5.486 -0.975 2.749  0.09
H55 -4.285 -1.482 1.755  0.08
C21 1.246 -1.816 -0.049  -0.04
C22 0.984 -0.953 1.194  -0.39
C23 0.648 0.440 0.681  -0.17
O6 -0.684 0.401 0.109  -0.21
C24 -1.264 1.694 -0.044  -0.10
N6 -0.050 -1.571 2.032  0.07
H56 0.427 -1.825 -0.763  0.07
H57 1.326 -2.865 0.233  0.06
H58 2.192 -1.539 -0.555  0.07
H59 1.853 -0.870 1.855  0.13
H60 1.403 0.705 -0.102  0.13
H61 0.640 1.167 1.500  0.09
H62 -0.745 2.321 -0.807  0.10
H63 -1.189 2.295 0.859  0.06
H64 -2.341 1.602 -0.253  0.09
H65 -0.967 -1.412 1.563  0.11
H66 -0.054 -1.090 2.910  0.04
C25 -3.628 -2.742 -3.319  -0.06
C26 -3.956 -1.249 -3.404  -0.42
C27 -2.833 -0.366 -2.739  -0.20
O7 -1.719 -0.336 -3.575  -0.21
C28 -0.669 0.487 -3.203  -0.11
N7 -4.398 -0.836 -4.729  0.05
H67 -4.575 -3.345 -3.434  0.10
H68 -3.299 -2.936 -2.301  0.06
H69 -2.927 -3.073 -4.064  0.05
H70 -4.885 -1.152 -2.816  0.13
H71 -2.585 -0.791 -1.767  0.11
H72 -3.275 0.680 -2.647  0.12
H73 -0.120 0.080 -2.306  0.09
H74 -1.027 1.546 -3.074  0.09
H75 -0.006 0.429 -4.064  0.08
H76 -3.676 -0.958 -5.435  0.07
H77 -4.686 0.130 -4.724  0.04
C29 3.764 3.687 1.694  -0.06
C30 2.775 4.698 1.121  -0.30
O8 1.760 3.990 0.421  -0.11
H78 4.407 3.332 0.918  0.05
H79 3.167 2.828 2.126  0.08
H80 4.286 4.079 2.569  0.08
H81 3.177 5.465 0.408  0.12
H82 2.379 5.224 1.994  0.09
H83 1.611 3.137 0.841  0.03
C31 -1.808 -1.248 5.195  -0.08
C32 -3.169 -1.682 5.809  -0.34
O9 -4.259 -0.895 5.472  -0.10
H84 -1.065 -2.049 5.246  0.07
H85 -1.386 -0.303 5.578  0.07
H86 -2.071 -1.057 4.165  0.04
H87 -3.032 -1.652 6.917  0.12
H88 -3.315 -2.729 5.522  0.11
H89 -4.276 -0.920 4.491  0.03
C33 2.207 -5.004 2.054  -0.09
C34 1.045 -4.919 3.035  -0.31
O10 -0.101 -4.391 2.417  -0.11
H90 1.873 -5.519 1.143  0.07
H91 2.977 -5.590 2.505  0.07
H92 2.596 -4.012 1.818  0.05
H93 1.322 -4.367 3.959  0.12
H94 0.782 -5.942 3.261  0.11
H95 -0.028 -3.438 2.286  0.01
C35 2.795 -0.502 6.846  -0.09
C36 1.577 -0.571 5.985  -0.33
O11 1.791 -0.818 4.574  -0.11
H96 2.345 -0.270 7.812  0.08
H97 3.563 0.259 6.632  0.08
H98 3.201 -1.532 6.784  0.09
H99 0.982 0.322 6.002  0.09
H100 0.949 -1.403 6.421  0.12
H101 2.357 -1.591 4.468  0.04
C37 -3.278 6.082 0.071  -0.08
C38 -1.850 5.812 -0.362  -0.30
O12 -1.237 4.916 0.584  -0.11
H102 -3.861 5.155 0.137  0.08
H103 -3.761 6.813 -0.564  0.06
H104 -3.248 6.616 1.038  0.08
H105 -1.210 6.687 -0.431  0.11
H106 -1.890 5.306 -1.347  0.10
H107 -0.278 5.145 0.577  0.07
C39 6.366 -2.111 3.670  -0.07
C40 5.050 -1.875 2.958  -0.33
O13 4.027 -2.528 3.648  -0.07
H108 7.065 -1.299 3.343  0.09
H109 6.744 -3.078 3.372  0.07
H110 6.171 -2.018 4.741  0.08
H111 5.102 -2.183 1.930  0.09
H112 4.812 -0.807 2.955  0.12
H113 3.884 -3.284 3.111  0.04
C41 -0.454 2.258 3.932  -0.09
C42 0.587 3.104 3.333  -0.34
O14 0.487 4.489 3.724  -0.06
H114 -0.354 2.499 5.023  0.10
H115 -0.264 1.227 3.631  0.06
H116 -1.516 2.468 3.707  0.08
H117 0.416 3.029 2.275  0.05
H118 1.548 2.684 3.610  0.12
H119 -0.270 4.869 3.278  0.07

Its HOMO energy is -8.76 eV. The gap between HOMO and LUMO is 0.3412 Ha. The energy relative to the best compared isomer or geometry (same formula, charge and spin) comes out at 2.2020 eV.



2.
Entry from the Open Molecules 2025 dataset: an isolated molecule of C7H8O (ωB97M-V with the def2-TZVPD basis set).

Last column: Löwdin charge in e.
Cartesian coordinates (Å):
C1 2.581 0.062 0.354  -0.17
O1 1.748 -0.287 -0.676  -0.16
C2 0.398 -0.133 -0.399  -0.28
C3 -0.391 -1.365 -0.220  0.01
C4 -1.761 -1.202 -0.025  -0.09
C5 -2.319 0.097 0.048  -0.15
C6 -1.590 1.240 -0.137  -0.09
C7 -0.138 1.122 -0.341  -0.02
H1 2.348 -0.492 1.338  0.10
H2 2.536 1.280 0.541  0.12
H3 3.814 -0.209 0.080  0.15
H4 0.016 -2.270 -0.293  0.06
H5 -2.115 -2.262 -0.008  0.12
H6 -3.507 0.110 0.234  0.14
H7 -2.099 2.304 -0.005  0.14
H8 0.478 2.005 -0.493  0.11

Its HOMO energy is -9.17 eV. The SMILES is COc1ccccc1. The gap between HOMO and LUMO is 0.3718 Ha. The energy relative to the best compared isomer or geometry (same formula, charge and spin) comes out at 2.6152 eV.



3.
Entry from the Open Molecules 2025 dataset: the ion C13H30IN3O5PS with charge +1 (ωB97M-V with the def2-TZVPD basis set).

Last column: Löwdin charge in e.
Cartesian coordinates (Å):
C1 2.962 2.967 2.010  -0.09
C2 1.729 3.895 1.993  -0.23
C3 0.359 3.242 1.725  -0.20
C4 0.405 2.123 0.672  -0.17
C5 -0.969 1.727 0.090  -0.31
C6 -2.057 1.597 1.187  -0.70
I1 -3.684 2.950 1.013  0.97
C7 -2.461 0.120 1.229  -0.15
N1 -1.316 -0.571 0.525  -0.03
C8 -1.500 -2.059 0.386  -0.07
C9 -0.371 -2.862 1.044  -0.16
C10 0.492 -3.719 0.103  -0.21
S1 2.185 -3.659 0.654  0.59
O1 2.357 -4.588 1.733  -0.24
O2 2.510 -2.257 0.768  -0.29
O3 2.944 -4.277 -0.582  -0.12
C11 -0.978 0.333 -0.653  -0.32
C12 0.400 0.048 -1.280  -0.19
N2 0.432 -1.030 -2.277  -0.12
C13 1.825 -1.263 -2.688  -0.09
P1 -2.195 0.444 -2.065  0.52
N3 -1.680 1.518 -3.033  -0.10
O4 -3.637 0.600 -1.402  -0.16
O5 -2.259 -1.028 -2.674  -0.13
H1 3.517 3.089 2.946  0.07
H2 2.715 1.907 1.938  0.06
H3 3.662 3.218 1.211  0.07
H4 1.885 4.708 1.275  0.11
H5 1.659 4.384 2.971  0.11
H6 -0.330 4.018 1.373  0.12
H7 -0.035 2.857 2.672  0.11
H8 0.909 1.246 1.104  0.11
H9 1.040 2.461 -0.153  0.13
H10 -1.287 2.468 -0.645  0.11
H11 -1.677 1.853 2.173  0.05
H12 -2.448 -0.251 2.259  0.15
H13 -3.409 -0.125 0.761  0.11
H14 -0.525 -0.440 1.161  0.16
H15 -1.637 -2.326 -0.658  0.11
H16 -2.441 -2.279 0.895  0.14
H17 -0.818 -3.536 1.779  0.13
H18 0.277 -2.177 1.597  0.11
H19 0.185 -4.767 0.166  0.12
H20 0.446 -3.411 -0.945  0.09
H21 2.674 -3.861 -1.409  0.08
H22 0.733 0.998 -1.715  0.13
H23 1.095 -0.253 -0.486  0.12
H24 -0.028 -0.681 -3.114  0.09
H25 2.432 -1.481 -1.807  0.07
H26 2.278 -0.379 -3.160  0.10
H27 1.866 -2.080 -3.411  0.09
H28 -2.331 2.278 -3.188  0.02
H29 -4.266 -0.027 -1.754  0.10
H30 -1.635 -1.662 -2.313  0.04

Its HOMO energy is -12.56 eV. The SMILES is CCCC[C@@H]1[C@@H](I)C[N@@H+](CCCS(=O)(=O)O)[C@@]1(CNC)P(=N)(O)O. The gap between HOMO and LUMO is 0.3647 Ha. The charge is +1.



4.
Entry from the Open Molecules 2025 dataset: a structure of composition C18H57Fe2O23P (ωB97M-V with the def2-TZVPD basis set).

Last column: Löwdin spin population.
Cartesian coordinates (Å):
Fe1 0.992 -1.709 0.320  4.31
Fe2 -0.772 1.083 2.239  3.72
O1 0.684 -2.943 1.881  0.25
H1 -0.164 -2.632 2.254  0.01
P1 -0.500 0.340 -0.225  0.02
O2 0.760 -0.222 -0.972  0.11
O3 -0.398 1.751 0.401  0.06
O4 -0.325 -0.424 1.104  0.17
O5 -1.891 -0.070 -0.792  0.01
C1 3.232 -0.388 -3.010  0.00
C2 2.131 0.080 -4.002  0.00
O6 0.925 -0.551 -3.672  0.00
O7 3.359 0.374 -1.815  0.00
H2 4.206 -0.431 -3.498  0.00
H3 2.964 -1.376 -2.635  0.00
H4 2.444 -0.080 -5.034  0.00
H5 2.002 1.138 -3.774  0.00
H6 0.804 -0.410 -2.730  0.00
H7 2.512 0.321 -1.365  0.00
C3 -4.400 1.572 -2.251  0.00
C4 -3.212 2.217 -2.900  0.00
O8 -2.233 1.281 -3.143  0.00
O9 -4.109 1.159 -0.897  0.00
H8 -4.571 0.694 -2.875  0.00
H9 -5.284 2.209 -2.246  0.00
H10 -2.830 2.985 -2.227  0.00
H11 -3.534 2.719 -3.812  0.00
H12 -1.987 1.038 -2.247  0.00
H13 -3.232 0.772 -0.949  0.00
C5 0.718 -3.982 -1.862  0.00
C6 2.050 -4.078 -1.065  0.00
O10 2.502 -2.842 -0.631  0.05
O11 -0.028 -2.912 -1.197  0.06
H14 0.222 -4.952 -1.825  0.00
H15 0.918 -3.675 -2.888  0.00
H16 2.887 -4.575 -1.557  0.00
H17 1.860 -4.755 -0.233  0.00
H18 3.437 -2.879 -0.846  0.00
H19 -0.834 -2.763 -1.696  0.00
C7 -2.359 -2.011 -3.523  0.00
C8 -2.401 -3.381 -4.299  0.00
O12 -3.654 -4.013 -4.137  0.00
O13 -2.344 -2.251 -2.159  0.00
H20 -3.186 -1.337 -3.745  0.00
H21 -1.439 -1.451 -3.692  0.00
H22 -1.760 -4.114 -3.810  0.00
H23 -2.101 -3.158 -5.323  0.00
H24 -3.932 -3.976 -3.219  0.00
H25 -2.088 -1.442 -1.710  0.00
C9 -3.158 2.730 1.882  0.00
C10 -2.543 3.283 3.203  0.00
O14 -1.187 3.072 3.338  0.03
O15 -3.028 1.302 1.824  0.03
H26 -2.787 3.206 0.974  0.00
H27 -4.239 2.866 1.869  0.00
H28 -3.006 2.830 4.079  0.00
H29 -2.634 4.356 3.373  0.00
H30 -0.964 3.646 4.074  0.00
H31 -3.762 1.039 1.264  0.00
C11 3.564 3.459 1.824  0.00
C12 2.523 3.310 0.728  0.00
O16 2.426 1.880 0.460  0.00
O17 2.983 3.174 3.063  0.00
H32 3.777 4.528 1.847  0.00
H33 4.448 2.856 1.617  0.00
H34 2.911 3.668 -0.226  0.00
H35 1.603 3.815 1.020  0.00
H36 1.531 1.604 0.252  0.00
H37 3.659 2.933 3.701  0.00
C13 3.889 -0.842 1.873  0.01
C14 4.032 -2.295 2.221  0.00
O18 3.070 -2.734 3.141  0.00
O19 2.692 -0.666 1.185  0.05
H38 4.790 -0.608 1.307  0.00
H39 3.982 -0.255 2.787  0.00
H40 4.980 -2.445 2.738  0.00
H41 4.027 -3.008 1.396  0.00
H42 2.247 -2.947 2.694  0.00
H43 2.700 0.259 0.928  0.00
C15 1.011 0.823 4.429  0.00
C16 -0.075 -0.290 4.607  0.00
O20 -1.290 0.025 3.926  0.04
O21 1.088 1.289 3.088  0.04
H44 1.997 0.481 4.743  0.00
H45 0.811 1.703 5.040  0.00
H46 -0.317 -0.536 5.641  0.00
H47 0.391 -1.194 4.214  0.00
H48 -1.933 -0.491 4.418  0.00
H49 1.738 1.995 3.042  0.00
C17 -3.071 -2.661 1.265  0.00
O22 -3.734 -1.628 0.578  0.00
H50 -3.655 -3.021 2.112  0.00
H51 -2.844 -3.536 0.656  0.00
H52 -2.051 -2.381 1.529  0.00
H53 -3.217 -1.202 -0.109  0.00
C18 0.203 3.506 -2.210  0.00
O23 -0.380 3.834 -0.968  0.00
H54 1.273 3.700 -2.143  0.00
H55 0.087 2.477 -2.551  0.00
H56 -0.196 4.082 -3.045  0.00
H57 -0.410 3.055 -0.408  0.00

Its HOMO energy (spin up / spin down) is -11.46 / -11.46 eV. The gap between HOMO and LUMO (spin up / spin down) is 0.3300 / 0.2405 Ha. As for the expectation value of S²: 24.764. The charge is +1. Its spin multiplicity is 10.